[1]
{"formula": "C34H69NO4S", "method": "wB97M-V/def2-TZVPD", "symbols": ["C", "C", "C", "C", "C", "C", "N", "O", "O", "H", "H", "H", "H", "H", "C", "C", "C", "C", "C", "C", "H", "H", "H", "H", "H", "H", "H", "H", "H", "H", "H", "H", "H", "H", "C", "C", "C", "C", "C", "C", "H", "H", "H", "H", "H", "H", "H", "H", "H", "H", "H", "H", "H", "H", "C", "C", "C", "C", "C", "C", "H", "H", "H", "H", "H", "H", "H", "H", "H", "H", "H", "H", "H", "H", "C", "C", "C", "C", "C", "C", "H", "H", "H", "H", "H", "H", "H", "H", "H", "H", "H", "H", "H", "H", "C", "C", "C", "S", "O", "O", "C", "H", "H", "H", "H", "H", "H", "H", "H"], "coordinates": [[8.008, 1.323, -3.317], [7.397, 2.263, -2.500], [6.091, 2.140, -2.224], [5.279, 1.183, -2.824], [5.965, 0.229, -3.519], [7.316, 0.260, -3.815], [3.819, 1.178, -2.581], [3.167, 0.353, -3.184], [3.362, 2.130, -1.948], [9.063, 1.451, -3.510], [8.045, 3.020, -2.083], [5.722, 2.852, -1.502], [5.565, -0.694, -3.913], [7.768, -0.467, -4.473], [0.880, -5.447, 1.290], [-0.167, -6.102, 0.464], [-0.844, -5.063, -0.368], [-2.084, -5.661, -1.100], [-2.883, -4.698, -1.931], [-3.781, -5.534, -2.907], [0.417, -4.738, 1.977], [1.545, -4.950, 0.584], [1.463, -6.217, 1.796], [0.358, -6.921, -0.027], [-0.879, -6.640, 1.090], [-0.156, -4.775, -1.163], [-0.918, -4.102, 0.140], [-1.794, -6.470, -1.772], [-2.740, -6.060, -0.327], [-3.483, -4.104, -1.242], [-2.203, -4.033, -2.464], [-4.285, -6.226, -2.233], [-4.542, -4.927, -3.395], [-2.995, -5.766, -3.627], [-3.362, 7.687, -6.378], [-3.659, 6.206, -5.935], [-2.314, 5.454, -5.846], [-2.265, 4.203, -4.990], [-0.792, 3.588, -4.758], [-0.637, 2.290, -3.902], [-2.890, 8.323, -5.629], [-4.374, 8.055, -6.548], [-2.827, 7.730, -7.327], [-4.278, 6.242, -5.039], [-4.425, 5.724, -6.542], [-1.482, 6.030, -5.442], [-1.968, 5.150, -6.834], [-2.572, 4.366, -3.956], [-2.985, 3.478, -5.369], [-0.522, 3.497, -5.810], [-0.131, 4.399, -4.453], [0.282, 1.784, -4.199], [-0.487, 2.594, -2.866], [-1.419, 1.564, -4.128], [2.294, 1.979, 7.698], [1.284, 1.100, 7.001], [1.937, 0.916, 5.537], [1.757, 2.024, 4.485], [2.882, 2.017, 3.465], [2.733, 2.881, 2.175], [2.249, 2.934, 7.174], [3.261, 1.525, 7.912], [1.982, 2.266, 8.702], [1.164, 0.108, 7.436], [0.319, 1.599, 7.098], [1.570, 0.039, 5.005], [3.026, 0.855, 5.552], [0.810, 1.928, 3.954], [1.887, 3.026, 4.894], [3.778, 2.347, 3.990], [3.227, 1.093, 3.001], [3.546, 2.748, 1.461], [1.796, 2.584, 1.703], [2.636, 3.926, 2.469], [-6.316, -1.132, 4.062], [-5.328, -2.145, 3.516], [-4.049, -1.430, 3.125], [-2.859, -2.362, 2.757], [-1.489, -1.505, 2.838], [-0.943, -1.445, 4.278], [-6.810, -0.759, 3.165], [-5.675, -0.552, 4.725], [-7.030, -1.560, 4.766], [-5.211, -3.064, 4.091], [-5.840, -2.554, 2.644], [-3.791, -0.598, 3.781], [-4.235, -0.904, 2.188], [-2.886, -3.163, 3.496], [-3.000, -2.940, 1.844], [-0.790, -1.886, 2.092], [-1.657, -0.509, 2.428], [-1.762, -1.316, 4.985], [-0.614, -2.449, 4.547], [-0.150, -0.698, 4.258], [-0.178, -1.627, -0.892], [0.067, -0.206, -1.411], [0.837, 0.625, -0.347], [1.884, -0.656, 0.468], [1.417, -0.922, 1.812], [3.264, -0.421, 0.125], [1.262, -2.113, -0.490], [-0.611, -2.366, -1.566], [-0.865, -1.628, -0.046], [-0.942, 0.165, -1.588], [0.571, -0.103, -2.372], [0.421, 1.162, 0.505], [1.515, 1.276, -0.898], [1.234, -2.970, 0.182], [2.054, -2.286, -1.219]], "homo_lumo_gap_ev": 9.14, "homo_ev": -9.8, "de_lowest_kj_mol": 200.2, "lumo_energy_ha": -0.024, "smiles": "O=[N+]([O-])c1ccccc1.O=S1(=O)CCCC1.CCCCCC.CCCCCC.CCCCCC.CCCCCC"}



[2]
{"formula": "C50H48BN9O16", "method": "wB97M-V/def2-TZVPD", "symbols": ["C", "C", "B", "N", "H", "H", "H", "H", "H", "H", "H", "H", "C", "C", "C", "C", "C", "C", "N", "O", "O", "H", "H", "H", "H", "H", "C", "C", "C", "C", "C", "C", "N", "O", "O", "H", "H", "H", "H", "H", "C", "C", "C", "C", "C", "C", "N", "O", "O", "H", "H", "H", "H", "H", "C", "C", "C", "C", "C", "C", "N", "O", "O", "H", "H", "H", "H", "H", "C", "C", "C", "C", "C", "C", "N", "O", "O", "H", "H", "H", "H", "H", "C", "C", "C", "C", "C", "C", "N", "O", "O", "H", "H", "H", "H", "H", "C", "C", "C", "C", "C", "C", "N", "O", "O", "H", "H", "H", "H", "H", "C", "C", "C", "C", "C", "C", "N", "O", "O", "H", "H", "H", "H", "H"], "coordinates": [[-4.647, 5.176, -3.831], [-5.031, 3.674, -3.655], [-4.422, 2.991, -2.339], [-3.049, 2.473, -2.395], [-3.746, 5.476, -3.286], [-5.458, 5.864, -3.559], [-4.465, 5.350, -4.902], [-6.117, 3.509, -3.703], [-4.590, 3.135, -4.517], [-5.050, 2.857, -1.336], [-2.963, 1.686, -1.763], [-2.940, 2.116, -3.340], [-1.073, 2.750, 0.233], [-0.314, 3.813, 0.708], [0.556, 3.628, 1.772], [0.655, 2.372, 2.351], [-0.099, 1.301, 1.891], [-0.966, 1.496, 0.825], [1.577, 2.172, 3.466], [2.210, 3.129, 3.859], [1.655, 1.060, 3.944], [-1.751, 2.900, -0.598], [-0.401, 4.788, 0.248], [1.142, 4.459, 2.139], [-0.021, 0.326, 2.351], [-1.560, 0.670, 0.458], [-3.242, 1.198, 4.912], [-2.857, 1.913, 3.786], [-3.790, 2.229, 2.812], [-5.106, 1.822, 2.978], [-5.503, 1.104, 4.096], [-4.562, 0.792, 5.066], [-6.087, 2.160, 1.947], [-5.681, 2.763, 0.977], [-7.235, 1.809, 2.111], [-2.510, 0.956, 5.673], [-1.827, 2.227, 3.669], [-3.485, 2.783, 1.935], [-6.528, 0.785, 4.218], [-4.857, 0.232, 5.943], [-4.436, -0.345, -9.304], [-5.138, -0.825, -8.206], [-4.594, -0.722, -6.935], [-3.349, -0.131, -6.782], [-2.636, 0.347, -7.870], [-3.184, 0.236, -9.138], [-2.776, -0.001, -5.444], [-3.406, -0.444, -4.507], [-1.698, 0.547, -5.339], [-4.865, -0.424, -10.295], [-6.110, -1.279, -8.340], [-5.141, -1.099, -6.083], [-1.664, 0.800, -7.742], [-2.638, 0.603, -9.995], [4.388, -0.247, 8.755], [3.847, 0.285, 7.591], [2.554, -0.042, 7.212], [1.813, -0.899, 8.013], [2.343, -1.442, 9.174], [3.638, -1.113, 9.543], [0.439, -1.226, 7.632], [0.007, -0.750, 6.605], [-0.195, -1.951, 8.369], [5.396, 0.014, 9.050], [4.433, 0.957, 6.978], [2.141, 0.375, 6.304], [1.762, -2.113, 9.790], [4.063, -1.527, 10.447], [0.413, 2.211, 10.410], [0.796, 2.930, 9.284], [-0.142, 3.257, 8.317], [-1.459, 2.861, 8.493], [-1.853, 2.137, 9.608], [-0.908, 1.812, 10.570], [-2.455, 3.222, 7.485], [-2.075, 3.838, 6.510], [-3.605, 2.887, 7.681], [1.147, 1.961, 11.165], [1.826, 3.237, 9.162], [0.160, 3.816, 7.442], [-2.880, 1.828, 9.737], [-1.203, 1.249, 11.445], [0.638, -4.038, -3.292], [1.166, -3.377, -4.395], [0.387, -3.180, -5.525], [-0.920, -3.645, -5.531], [-1.457, -4.311, -4.440], [-0.670, -4.508, -3.316], [-1.756, -3.416, -6.709], [-1.259, -2.848, -7.658], [-2.907, -3.797, -6.669], [1.248, -4.186, -2.410], [2.183, -3.013, -4.373], [0.801, -2.666, -6.380], [-2.475, -4.673, -4.454], [-1.077, -5.023, -2.456], [4.969, 2.031, -2.945], [5.810, 1.924, -4.047], [5.715, 0.828, -4.890], [4.770, -0.151, -4.618], [3.929, -0.060, -3.518], [4.034, 1.039, -2.679], [4.650, -1.297, -5.516], [5.405, -1.366, -6.457], [3.792, -2.126, -5.267], [5.043, 2.891, -2.292], [6.538, 2.697, -4.250], [6.370, 0.748, -5.746], [3.198, -0.827, -3.309], [3.383, 1.124, -1.820], [4.581, -5.560, -4.859], [5.325, -4.500, -4.357], [6.146, -4.688, -3.254], [6.213, -5.943, -2.668], [5.470, -7.008, -3.155], [4.650, -6.811, -4.257], [7.094, -6.151, -1.518], [7.715, -5.197, -1.103], [7.155, -7.266, -1.047], [3.946, -5.410, -5.723], [5.270, -3.541, -4.824], [6.723, -3.861, -2.866], [5.523, -7.982, -2.691], [4.067, -7.633, -4.648]], "homo_lumo_gap_ev": 8.61, "homo_ev": -9.6, "lumo_energy_ha": -0.037, "smiles": "O=[N+]([O-])c1ccccc1.O=[N+]([O-])c1ccccc1.O=[N+]([O-])c1ccccc1.O=[N+]([O-])c1ccccc1.O=[N+]([O-])c1ccccc1.O=[N+]([O-])c1ccccc1.O=[N+]([O-])c1ccccc1.O=[N+]([O-])c1ccccc1.CCBN"}



[3]
{"formula": "C39H59AuN3O2S", "method": "wB97M-V/def2-TZVPD", "symbols": ["Au", "C", "N", "C", "C", "C", "N", "C", "C", "C", "C", "C", "C", "C", "O", "C", "C", "C", "C", "C", "C", "C", "C", "C", "C", "C", "C", "C", "C", "C", "O", "C", "C", "C", "C", "C", "C", "C", "C", "H", "H", "H", "H", "H", "H", "H", "H", "H", "H", "H", "H", "H", "H", "H", "H", "H", "H", "H", "H", "H", "H", "H", "H", "H", "H", "H", "H", "H", "H", "H", "H", "H", "H", "H", "H", "H", "H", "H", "H", "H", "H", "H", "H", "H", "H", "H", "H", "H", "H", "H", "H", "H", "H", "S", "C", "N", "C", "C", "C", "C", "H", "H", "H", "H", "H"], "coordinates": [[-0.609, 1.044, 0.647], [-3.684, 1.324, 2.323], [-3.306, 1.053, 0.937], [-3.892, 2.053, 0.045], [-3.712, -0.294, 0.526], [-2.752, -0.931, -0.486], [-1.357, -1.001, -0.018], [-1.239, -1.897, 1.147], [0.078, -1.970, 1.876], [0.680, -3.218, 1.980], [1.743, -3.447, 2.835], [2.205, -2.353, 3.565], [1.675, -1.076, 3.484], [0.563, -0.859, 2.608], [-0.039, 0.328, 2.531], [2.283, 0.051, 4.323], [1.215, 0.730, 5.203], [3.381, -0.447, 5.267], [2.929, 1.072, 3.381], [2.368, -4.821, 3.044], [3.864, -4.768, 2.695], [2.204, -5.225, 4.519], [1.712, -5.900, 2.181], [-0.437, -1.373, -1.091], [-0.419, -0.513, -2.344], [-0.046, -1.181, -3.483], [0.091, -0.542, -4.720], [-0.181, 0.836, -4.781], [-0.543, 1.591, -3.698], [-0.667, 0.914, -2.402], [-1.050, 1.573, -1.380], [-0.774, 3.092, -3.875], [0.309, 3.862, -3.103], [-0.674, 3.509, -5.345], [-2.168, 3.521, -3.378], [0.538, -1.264, -5.972], [0.760, -2.762, -5.743], [-0.527, -1.092, -7.069], [1.868, -0.643, -6.440], [-4.762, 1.193, 2.491], [-3.417, 2.352, 2.572], [-3.135, 0.661, 2.992], [-4.989, 2.056, 0.106], [-3.596, 1.846, -0.982], [-3.521, 3.044, 0.310], [-4.712, -0.273, 0.075], [-3.780, -0.928, 1.408], [-2.763, -0.346, -1.406], [-3.117, -1.940, -0.721], [-1.519, -2.912, 0.836], [-1.969, -1.554, 1.880], [0.264, -4.030, 1.395], [3.032, -2.521, 4.241], [0.902, 0.050, 5.997], [0.335, 1.003, 4.624], [1.640, 1.623, 5.672], [3.008, -1.206, 5.957], [3.740, 0.395, 5.861], [4.234, -0.850, 4.719], [2.213, 1.459, 2.666], [3.745, 0.611, 2.821], [3.344, 1.906, 3.955], [4.405, -4.079, 3.343], [4.005, -4.449, 1.661], [4.305, -5.760, 2.814], [2.720, -4.535, 5.186], [2.619, -6.222, 4.678], [1.148, -5.242, 4.797], [1.825, -5.682, 1.117], [0.651, -6.007, 2.413], [2.193, -6.859, 2.377], [-0.665, -2.398, -1.417], [0.569, -1.386, -0.660], [0.144, -2.243, -3.406], [-0.088, 1.323, -5.739], [1.300, 3.638, -3.504], [0.301, 3.607, -2.051], [0.134, 4.935, -3.209], [0.320, 3.320, -5.754], [-0.854, 4.582, -5.416], [-1.420, 3.006, -5.964], [-2.288, 3.327, -2.318], [-2.953, 2.996, -3.926], [-2.295, 4.592, -3.547], [-0.156, -3.257, -5.416], [1.547, -2.943, -5.010], [1.069, -3.222, -6.681], [-1.484, -1.504, -6.744], [-0.211, -1.623, -7.967], [-0.677, -0.045, -7.333], [2.619, -0.702, -5.650], [1.750, 0.404, -6.721], [2.237, -1.188, -7.309], [1.065, 2.921, 0.689], [0.000, 3.821, 1.674], [-0.063, 3.511, 2.996], [-0.931, 4.084, 3.856], [-1.788, 5.049, 3.422], [-1.737, 5.440, 2.071], [-0.844, 4.847, 1.213], [0.556, 2.768, 3.311], [-0.910, 3.731, 4.877], [-2.491, 5.502, 4.105], [-2.412, 6.206, 1.711], [-0.778, 5.125, 0.172]], "homo_lumo_gap_ev": [6.65, 4.63], "homo_ev": [-9.4, -9.6], "s2": 2.0351, "lumo_energy_ha": [-0.102, -0.184], "multiplicity": 3, "total_charge": 1}



[4]
{"formula": "C16H17Cl2O8SV", "method": "wB97M-V/def2-TZVPD", "symbols": ["V", "O", "C", "O", "C", "O", "C", "C", "O", "O", "H", "H", "H", "H", "H", "Cl", "C", "C", "C", "C", "C", "Cl", "C", "S", "H", "H", "H", "O", "C", "C", "C", "O", "H", "H", "H", "C", "C", "C", "O", "H", "H", "H", "H", "H", "H"], "coordinates": [[0.537, 0.176, -0.645], [-3.050, 0.800, -2.858], [-1.959, 1.239, -2.226], [-0.892, 0.642, -2.438], [-2.128, 2.569, -1.515], [-3.118, 2.545, -0.518], [-2.699, 2.514, 0.848], [-1.809, 1.297, 1.235], [-1.751, 0.913, 2.381], [-1.217, 0.778, 0.224], [-2.771, -0.060, -3.263], [-2.534, 3.244, -2.265], [-1.191, 2.934, -1.046], [-3.651, 2.433, 1.530], [-2.105, 3.428, 1.022], [1.345, 2.584, -0.362], [1.141, 2.523, 1.414], [0.528, 3.594, 2.018], [0.400, 3.601, 3.408], [1.092, 2.614, 4.082], [1.700, 1.458, 3.460], [2.380, 0.149, 4.496], [1.638, 1.332, 2.057], [2.118, -0.107, 1.192], [0.270, 4.549, 1.524], [-0.006, 4.401, 4.036], [1.055, 2.538, 5.164], [-0.151, -4.236, -3.532], [0.314, -3.243, -3.113], [1.221, -1.233, -4.229], [0.704, -2.025, -2.903], [1.005, -1.366, -1.734], [0.912, -0.219, -4.264], [0.732, -1.867, -5.007], [2.295, -1.364, -4.420], [2.084, -4.106, 0.064], [1.019, -4.266, 1.200], [-0.250, -3.494, 0.884], [1.212, -4.978, 2.148], [3.026, -4.230, 0.519], [2.153, -3.133, -0.377], [1.992, -4.888, -0.678], [-0.167, -2.549, 1.390], [-1.096, -4.088, 1.277], [-0.322, -3.404, -0.182]], "homo_lumo_gap_ev": [6.52, 7.22], "homo_ev": [-4.0, -4.8], "de_lowest_kj_mol": 70.5, "s2": 3.7573, "lumo_energy_ha": [0.091, 0.090], "multiplicity": 4, "total_charge": -1}



[5]
{"formula": "C5H9NO2", "method": "wB97M-V/def2-TZVPD", "symbols": ["C", "C", "C", "C", "C", "H", "H", "H", "H", "H", "H", "H", "H", "H", "N", "O", "O"], "coordinates": [[1.771, 1.708, 0.082], [0.745, 0.613, 0.046], [1.371, -0.598, 0.568], [-0.486, 0.841, -0.489], [-1.652, 0.086, 0.011], [2.273, 1.693, 1.015], [2.203, 1.251, -0.918], [1.329, 2.593, -0.235], [0.584, -0.834, 1.305], [2.438, -0.676, 1.334], [1.727, -1.177, -1.341], [1.986, -2.460, -0.395], [-0.504, 2.029, -0.803], [-0.550, -1.454, -0.435], [1.455, -1.597, -0.425], [-1.284, -1.099, 0.136], [-2.736, 0.387, 0.131]], "homo_lumo_gap_ev": 9.86, "homo_ev": -9.3, "de_lowest_kj_mol": 415.8, "lumo_energy_ha": 0.022, "smiles": "C/C(=C/C(=O)O)CN"}



[6]
{"formula": "C20H23BrCl2NOReSbSe4", "method": "wB97M-V/def2-TZVPD", "symbols": ["Re", "C", "C", "C", "C", "C", "C", "C", "Br", "C", "O", "C", "C", "C", "C", "C", "C", "H", "H", "H", "H", "H", "H", "H", "H", "H", "H", "H", "H", "H", "H", "H", "H", "H", "H", "H", "H", "Se", "Sb", "Se", "Se", "Se", "Cl", "C", "C", "C", "C", "C", "Cl", "C", "N", "H", "H", "H"], "coordinates": [[11.725, -6.260, 10.938], [12.808, -5.286, 18.232], [13.858, -6.322, 17.733], [15.223, -5.907, 18.157], [13.605, -7.728, 18.341], [13.700, -6.344, 16.211], [12.627, -6.960, 15.606], [12.479, -6.804, 14.243], [10.869, -7.365, 13.503], [13.453, -6.204, 13.443], [13.143, -6.066, 12.136], [14.624, -5.689, 13.996], [14.648, -5.741, 15.400], [15.788, -4.993, 13.236], [15.634, -3.432, 13.376], [15.861, -5.434, 11.716], [17.144, -5.409, 13.867], [12.776, -5.238, 19.385], [11.804, -5.632, 17.928], [12.865, -4.226, 17.874], [15.357, -6.010, 19.230], [15.492, -4.829, 17.928], [15.988, -6.515, 17.744], [13.584, -7.542, 19.425], [14.358, -8.395, 18.090], [12.625, -8.101, 18.080], [11.836, -7.457, 16.137], [15.476, -5.243, 15.942], [14.696, -2.986, 12.943], [16.446, -2.823, 12.926], [15.677, -3.178, 14.437], [14.914, -5.192, 11.218], [15.904, -6.513, 11.694], [16.809, -5.009, 11.298], [17.160, -4.935, 14.872], [17.984, -5.064, 13.274], [17.261, -6.481, 14.005], [15.798, -9.041, 8.683], [13.352, -8.086, 8.180], [12.844, -5.647, 8.997], [11.721, -8.435, 10.061], [14.565, -9.576, 6.710], [7.349, -7.019, 9.891], [7.601, -5.619, 10.913], [6.426, -4.982, 11.351], [6.577, -3.868, 12.157], [7.797, -3.412, 12.524], [8.934, -4.100, 12.124], [10.413, -3.556, 12.725], [8.899, -5.221, 11.287], [10.066, -5.760, 10.785], [5.460, -5.280, 10.974], [5.721, -3.310, 12.518], [7.905, -2.613, 13.233]], "homo_lumo_gap_ev": 6.07, "homo_ev": -11.4, "lumo_energy_ha": -0.194, "total_charge": 1}



| no. | M (g mol⁻¹) |
| --- | --- |
| 1 | 588.00 |
| 2 | 1041.79 |
| 3 | 830.95 |
| 4 | 491.22 |
| 5 | 115.13 |
| 6 | 1068.03 |